Record 1
Entry from OMol25: a molecular structure, C33H34F3N4O4P2V (ωB97M-V/def2-TZVPD).

LUMO (alpha / beta) ... -2.28 / -2.27 eV
Net charge ... +1
Spin multiplicity ... 2
HOMO energy (alpha / beta) ... -10.70 / -10.04 eV
Expectation value of S² ... 0.768
Frontier orbital gap (alpha / beta) ... 8.4 / 7.8 eV

Each line ends with the Mulliken charge.
Positions of all 81 atoms, in Å:
V  -0.1048  0.3596  -0.2109  0.92
O  -0.1305  0.1935  1.8454  -0.44
P  -0.5650  1.1613  2.9265  1.44
C  0.3312  2.7341  2.7161  -1.22
P  0.1540  3.4309  1.0418  1.84
O  0.2327  2.3309  0.0082  -0.39
C  -1.4143  4.2764  0.9981  0.48
C  -1.6109  5.4372  1.7473  -0.67
C  -2.8519  6.0492  1.7443  -0.78
C  -3.8896  5.5037  0.9967  -0.57
C  -3.6909  4.3511  0.2516  -0.53
C  -2.4497  3.7295  0.2440  -0.64
C  1.4598  4.6296  0.8096  0.32
C  1.2355  5.6693  -0.0943  -0.75
C  2.2564  6.5551  -0.3959  -0.73
C  3.5008  6.4087  0.2013  -0.49
C  3.7307  5.3752  1.0984  -0.86
C  2.7140  4.4836  1.4015  -0.30
C  -2.3101  1.5235  2.8858  0.46
C  -3.1340  0.7091  2.1144  -0.60
C  -4.4943  0.9762  2.0498  -0.76
C  -5.0239  2.0448  2.7548  -0.61
C  -4.2024  2.8562  3.5309  -0.74
C  -2.8463  2.5982  3.5991  -0.15
C  -0.1099  0.5602  4.5461  0.54
C  1.2380  0.3047  4.8107  -0.47
C  1.6176  -0.1856  6.0468  -0.91
C  0.6558  -0.4234  7.0218  -0.51
C  -0.6828  -0.1759  6.7618  -0.80
C  -1.0706  0.3166  5.5236  -0.59
H  1.3797  2.5124  2.9247  0.69
H  -0.0089  3.4681  3.4498  0.82
H  -0.7956  5.8687  2.3181  0.48
H  -3.0100  6.9538  2.3159  0.43
H  -4.8575  5.9878  0.9923  0.44
H  -4.5004  3.9322  -0.3310  0.47
H  -2.2910  2.8251  -0.3316  0.29
H  0.2642  5.7844  -0.5593  0.44
H  2.0810  7.3597  -1.0967  0.43
H  4.2957  7.1039  -0.0330  0.41
H  4.7008  5.2644  1.5637  0.46
H  2.9129  3.6814  2.1012  0.34
H  -2.7131  -0.1109  1.5495  0.29
H  -5.1336  0.3513  1.4414  0.45
H  -6.0846  2.2524  2.7013  0.42
H  -4.6209  3.6899  4.0784  0.46
H  -2.2116  3.2337  4.2059  0.39
H  1.9905  0.4752  4.0488  0.25
H  2.6604  -0.3861  6.2516  0.45
H  0.9551  -0.8060  7.9884  0.40
H  -1.4286  -0.3688  7.5207  0.43
H  -2.1168  0.5019  5.3184  0.42
C  2.7595  0.2037  1.0528  0.13
N  2.0618  -0.1479  -0.2127  1.38
C  2.7030  0.6408  -1.3156  -0.81
N  4.1262  0.3806  -1.3988  0.10
C  4.7477  0.7290  -0.1226  -0.69
N  4.1850  -0.0492  0.9879  0.15
C  4.3842  -1.4753  0.6973  -0.67
N  3.7543  -1.8644  -0.5648  0.07
C  2.3333  -1.5925  -0.4842  -0.70
C  4.3291  -1.0502  -1.6407  -0.69
H  2.3158  -0.3841  1.8569  0.39
H  2.5872  1.2676  1.2397  -1.16
H  2.5275  1.7002  -1.1201  0.15
H  2.2136  0.3712  -2.2512  0.24
H  4.5907  1.7926  0.0725  0.34
H  5.8192  0.5363  -0.1811  0.36
H  3.9591  -2.0681  1.5096  0.34
H  5.4537  -1.6782  0.6383  0.35
H  1.8892  -2.1834  0.3200  0.21
H  1.8546  -1.8584  -1.4291  0.22
H  3.8619  -1.3237  -2.5877  0.35
H  5.3984  -1.2533  -1.7050  0.33
F  -0.8238  -1.9646  -0.4774  -0.34
C  -1.5102  -1.5802  -1.6526  0.97
F  -2.7486  -2.0091  -1.5266  -0.27
F  -0.9163  -2.2078  -2.6484  -0.25
C  -1.3291  -0.0668  -1.6442  0.45
O  -2.0696  0.5953  -0.8167  -0.58
O  -0.2736  0.4140  -2.2226  -0.54

***

Record 2
Entry from OMol25: a molecular structure, C18H12AsF5N4OPdS5 in a non-equilibrium geometry (ωB97M-V/def2-TZVPD).

LUMO (alpha / beta) ... 4.25 / 3.57 eV
Net charge ... -2
Spin multiplicity ... 3
HOMO energy (alpha / beta) ... -2.20 / -2.16 eV
Expectation value of S² ... 2.009
Frontier orbital gap (alpha / beta) ... 6.4 / 5.7 eV

Each line ends with the natural charge from an NBO analysis.
Positions of all 47 atoms, in Å:
Pd  0.2171  -1.3266  -0.2983  0.87
S  0.2909  -5.2720  1.2638  -0.80
As  -0.9547  -3.6186  1.6038  0.96
S  -1.6059  -2.9231  -0.3966  -0.61
S  0.4044  -1.8969  2.0195  -0.75
S  -2.6614  -3.8006  2.9683  -0.79
C  -2.6824  -0.1076  2.4626  -0.68
C  -1.7681  1.0550  2.7107  0.37
C  -2.0562  2.2951  2.1347  -0.39
C  -1.1085  3.3253  2.3696  0.32
N  0.0500  3.1828  3.0092  -0.52
C  0.2912  2.0265  3.6170  0.25
S  1.6329  1.8173  4.5692  -0.30
N  -0.6156  0.9671  3.4208  -0.56
C  -1.4023  4.6865  1.8023  -0.65
H  -2.6966  -0.1639  1.3974  0.26
H  -3.7050  0.2487  2.8460  0.22
H  -2.3828  -1.0763  2.9455  0.29
H  -2.9896  2.4470  1.6578  0.22
H  -0.2624  -0.0043  3.5871  0.47
H  -2.4321  4.9180  1.9411  0.21
H  -1.2112  4.6309  0.7522  0.24
H  -0.7456  5.4481  2.3167  0.22
N  2.4803  -6.0344  -4.1426  -0.34
C  2.5286  -5.2409  -3.3145  0.31
C  2.7190  -4.2162  -2.3129  -0.23
C  3.5032  -4.5844  -1.2630  -0.10
C  3.6431  -3.7294  -0.1991  -0.24
C  2.9360  -2.5569  -0.1727  0.09
N  2.1011  -2.2673  -1.1673  -0.44
C  1.9781  -3.0948  -2.2019  0.11
H  4.0475  -5.5138  -1.2636  0.22
H  4.2679  -4.0173  0.6774  0.23
H  2.8622  -1.9330  0.7324  0.24
H  1.1660  -2.8284  -2.8411  0.23
F  -1.5954  4.9149  -3.1428  -0.32
C  -1.0887  3.6771  -3.0361  0.17
C  -0.0670  3.1883  -3.8322  0.27
F  0.4443  3.9041  -4.8531  -0.32
C  0.4703  1.9509  -3.6153  0.19
F  1.4772  1.5042  -4.3954  -0.32
C  0.0926  1.0846  -2.5567  0.32
O  0.6065  -0.0451  -2.2848  -0.77
C  -0.9779  1.6739  -1.7489  0.20
F  -1.4275  0.9808  -0.6966  -0.32
C  -1.4401  2.9110  -1.9439  0.30
F  -2.3330  3.4136  -1.1258  -0.32

***

Question: net charge of number 2 (C18H12AsF5N4OPdS5)?
Answer: -2

***

Question: Look up the net charge of the second one.
Answer: -2

***

Question: Number 2 is which compound?
Answer: C18H12AsF5N4OPdS5